# C29H44BBrHfN7

C29H44BBrHfN7 as an isolated structure in a non-equilibrium geometry (the ωB97M-V functional and the def2-TZVPD basis, the Open Molecules 2025 dataset).

Summary:
Spin multiplicity = 1
Total charge = +3
Energy relative to the best compared isomer or geometry (same formula, charge and spin) = 0.1 kJ/mol

```
83
C29H44BBrHfN7 | the Open Molecules 2025 dataset | the ωB97M-V functional and the def2-TZVPD basis
Hf -0.304 -0.446 -0.444
C 4.669 1.244 1.092
C 3.737 0.386 0.318
C 4.046 -0.613 -0.607
C 2.844 -1.130 -1.035
N 1.829 -0.465 -0.429
N 2.400 0.464 0.415
B 1.519 1.372 1.308
N 0.639 0.465 2.209
N -0.164 -0.525 1.655
C -0.601 -1.301 2.703
C -0.121 -0.774 3.876
C 0.662 0.332 3.535
C 1.434 1.220 4.441
C -1.418 -2.554 2.522
C -0.980 -3.252 1.239
C -1.151 -3.504 3.699
C -2.917 -2.230 2.488
N 0.599 2.228 0.401
N -0.097 1.642 -0.643
C -0.520 2.653 -1.457
C -0.179 3.857 -0.885
C 0.543 3.560 0.273
C 1.201 4.504 1.213
C -1.146 2.368 -2.793
C -0.539 3.304 -3.845
C -0.822 0.925 -3.165
C -2.667 2.579 -2.731
C 2.543 -2.240 -1.993
C 3.058 -1.871 -3.394
C 3.207 -3.537 -1.506
C 1.025 -2.426 -2.030
H 5.696 0.980 0.855
H 4.522 2.296 0.851
H 4.521 1.114 2.164
H 5.034 -0.918 -0.902
H 2.191 2.074 1.977
H -0.273 -1.152 4.871
H 1.181 0.998 5.474
H 2.506 1.064 4.313
H 1.216 2.268 4.247
H 0.041 -3.632 1.301
H -1.648 -4.071 0.973
H -1.026 -2.573 0.358
H -0.087 -3.707 3.821
H -1.540 -3.096 4.630
H -1.661 -4.451 3.525
H -3.200 -1.662 1.602
H -3.487 -3.159 2.486
H -3.211 -1.660 3.368
H -0.366 4.841 -1.276
H 0.893 5.521 0.988
H 0.939 4.281 2.246
H 2.285 4.447 1.116
H 0.542 3.185 -3.914
H -0.974 3.087 -4.820
H -0.755 4.346 -3.614
H 0.253 0.727 -3.075
H -1.424 0.229 -2.559
H -1.078 0.697 -4.200
H -2.904 3.607 -2.462
H -3.110 2.379 -3.707
H -3.138 1.918 -2.000
H 4.138 -1.737 -3.383
H 2.830 -2.669 -4.100
H 2.608 -0.945 -3.757
H 4.289 -3.422 -1.468
H 2.863 -3.815 -0.508
H 2.984 -4.353 -2.191
H 0.535 -1.524 -2.445
H 0.717 -3.233 -2.696
H 0.642 -2.721 -1.033
Br -2.256 -2.200 -2.014
C -3.360 -1.007 -1.020
C -4.734 -1.052 -1.041
C -5.391 -0.108 -0.256
C -4.660 0.810 0.489
C -3.281 0.768 0.439
N -2.630 -0.140 -0.315
H -5.270 -1.780 -1.634
H -6.473 -0.094 -0.230
H -5.155 1.551 1.100
H -2.663 1.459 0.999
```

Atom charges from the Mulliken analysis, given in e for atoms 1 to 4: Hf -2.410; C -1.403; C 0.919; C -1.534